[1]
This record from the OMol25 dataset describes the molecule C5H8O2. The level of theory is ωB97M-V/def2-TZVPD.

Geometry (Å):
C1 0.408 -0.397 1.554
C2 0.647 -1.135 0.252
O1 -0.326 -1.306 -0.743
C3 -1.176 -0.186 -0.824
C4 -0.440 1.123 -1.039
O2 0.714 1.323 -0.235
C5 1.240 0.221 0.455
H1 -0.545 0.089 1.738
H2 0.896 -0.764 2.453
H3 1.283 -2.015 0.306
H4 -1.797 -0.142 0.079
H5 -1.860 -0.282 -1.672
H6 -0.149 1.255 -2.087
H7 -1.208 1.886 -0.835
H8 2.313 0.330 0.597

Cartesian forces (eV/Å) of the 3 atoms listed first:
C -0.1 0.0 0.2
C 0.2 0.0 0.0
O -0.1 0.0 0.0

Output
HOMO-LUMO gap: 10.065 eV
2S+1: 1
LUMO level: 1.03 eV
F_max: 0.01061 hartree/bohr
Calculated total energy: -9407.441 eV

=====

[2]
This record from the OMol25 dataset describes a structure of composition C5H8O2 at a distorted geometry. The level of theory is ωB97M-V/def2-TZVPD.

Geometry (Å):
C1 1.190 -0.086 2.029
C2 -0.031 0.006 1.104
C3 0.122 -0.435 -0.365
C4 -0.941 0.074 -1.187
O1 -2.095 0.241 -0.808
C5 -0.447 0.595 -2.524
O2 0.565 0.275 -3.096
H1 1.555 -1.110 2.127
H2 0.925 0.255 3.039
H3 2.031 0.538 1.698
H4 -0.348 1.068 1.048
H5 -0.899 -0.493 1.524
H6 1.139 -0.483 -0.753
H7 -0.508 -1.317 -1.153
H8 -1.116 1.416 -2.818

Cartesian forces (eV/Å) of the 3 atoms listed first:
C 0.0 -0.2 -0.1
C -0.3 -0.5 0.0
C -0.4 -0.6 -0.4

Output
HOMO-LUMO gap: 9.259 eV
2S+1: 1
LUMO level: -0.17 eV
F_max: 0.05923 hartree/bohr
Calculated total energy: -9406.785 eV

=====

[3]
This record from the OMol25 dataset describes a structure of composition C5H8O2. The level of theory is ωB97M-V/def2-TZVPD.

Geometry (Å):
C1 -0.876 -0.090 -1.888
C2 -0.145 -0.318 -0.614
C3 1.190 0.072 -0.152
C4 -0.040 0.544 0.639
O1 -0.330 1.879 0.791
C5 -0.838 -0.563 1.242
O2 -0.588 -1.419 0.212
H1 -0.600 -0.844 -2.632
H2 -0.637 0.903 -2.277
H3 -1.952 -0.152 -1.705
H4 1.873 -0.664 0.270
H5 1.644 0.887 -0.712
H6 0.312 2.257 1.407
H7 0.870 -1.262 2.715
H8 0.117 -1.230 2.705

Cartesian forces (eV/Å) of the 3 atoms listed first:
C 0.0 0.0 0.0
C 0.0 0.1 -0.4
C 0.1 -0.1 -0.1

Output
HOMO-LUMO gap: 8.915 eV
2S+1: 1
LUMO level: 0.59 eV
F_max: 0.00752 hartree/bohr
Calculated total energy: -9403.845 eV